[1]
# C24H33F3N4O6P2S2

2 unconnected molecules or ions with the total composition C24H33F3N4O6P2S2 (the ωB97M-V functional and the def2-TZVPD basis, the Open Molecules 2025 dataset).

Summary:
- Structure (SMILES): CCCCCCc1cc2c(c(NCC)c1CP(=O)(O)O)Sc1c(O)ccc(S(=O)(=O)C(F)(F)F)c1N2[PH2]=N.CC#N
- HOMO-LUMO gap: 8.0458 eV
- E_LUMO: -0.0075 Ha

Last column: Löwdin charge in e.
Element x y z (Å)
C (5.297, 0.210, -2.425)  -0.110
C (4.560, 1.392, -3.046)  -0.254
C (3.038, 1.178, -2.941)  -0.212
C (2.229, 2.473, -2.936)  -0.188
C (2.469, 3.396, -1.731)  -0.175
C (1.340, 3.353, -0.684)  -0.130
C (0.879, 1.958, -0.348)  -0.163
C (-0.371, 1.567, -0.823)  0.014
C (-0.870, 0.281, -0.645)  -0.274
C (-0.106, -0.618, 0.067)  -0.357
C (1.152, -0.254, 0.576)  -0.228
N (1.909, -1.202, 1.327)  -0.031
C (1.672, -1.144, 2.774)  -0.242
C (2.970, -1.317, 3.588)  -0.082
C (1.663, 1.038, 0.357)  -0.140
C (3.038, 1.330, 0.889)  -0.135
P (3.136, 2.581, 2.184)  0.425
O (1.861, 3.047, 2.739)  -0.260
O (4.111, 1.886, 3.238)  -0.118
O (4.028, 3.770, 1.582)  -0.127
S (-0.644, -2.280, 0.367)  1.111
C (-2.366, -2.136, 0.003)  -0.342
C (-3.170, -3.180, 0.473)  -0.334
O (-2.559, -4.196, 1.163)  -0.002
C (-4.536, -3.187, 0.253)  0.012
C (-5.097, -2.119, -0.429)  -0.046
C (-4.306, -1.065, -0.890)  -0.214
S (-5.202, 0.239, -1.683)  0.742
O (-5.775, -0.193, -2.921)  -0.266
O (-4.498, 1.484, -1.659)  -0.272
C (-6.644, 0.493, -0.527)  -0.719
F (-7.114, 1.697, -0.734)  0.178
F (-7.598, -0.387, -0.764)  0.150
F (-6.259, 0.388, 0.732)  0.161
C (-2.907, -1.065, -0.711)  -0.243
N (-2.139, -0.015, -1.249)  -0.157
P (-1.910, -0.167, -2.969)  0.761
N (-0.969, -1.308, -3.461)  -0.254
H (6.360, 0.237, -2.645)  0.067
H (5.132, 0.152, -1.354)  0.060
H (4.916, -0.708, -2.871)  0.075
H (4.845, 2.322, -2.565)  0.095
H (4.810, 1.419, -4.103)  0.105
H (2.708, 0.592, -3.796)  0.114
H (2.835, 0.569, -2.060)  0.095
H (1.171, 2.239, -3.028)  0.097
H (2.501, 3.014, -3.842)  0.110
H (3.429, 3.221, -1.260)  0.080
H (2.501, 4.417, -2.109)  0.110
H (0.490, 3.943, -1.009)  0.118
H (1.697, 3.814, 0.231)  0.086
H (-0.972, 2.279, -1.365)  0.117
H (1.784, -2.136, 0.965)  0.085
H (1.220, -0.195, 3.047)  0.119
H (0.986, -1.925, 3.100)  0.102
H (3.163, -2.369, 3.773)  0.065
H (3.800, -0.946, 2.998)  0.053
H (2.909, -0.799, 4.537)  0.070
H (3.497, 0.430, 1.274)  0.080
H (3.665, 1.657, 0.062)  0.086
H (4.498, 2.543, 3.828)  0.090
H (3.595, 4.617, 1.739)  0.089
H (-2.598, -5.009, 0.649)  0.129
H (-5.166, -3.989, 0.595)  0.125
H (-6.160, -2.136, -0.596)  0.114
H (-3.200, -0.328, -3.488)  0.012
H (-1.474, 1.115, -3.334)  0.017
H (-0.559, -1.855, -2.714)  -0.044
C (-3.988, -3.732, 4.109)  -0.071
C (-3.364, -4.598, 5.095)  -0.280
N (-2.871, -5.284, 5.871)  0.125
H (-3.322, -3.555, 3.267)  0.054
H (-4.903, -4.179, 3.722)  0.083
H (-4.248, -2.767, 4.543)  0.086

---

[2]
# C33H59F8NO9

7 unconnected molecules or ions with the total composition C33H59F8NO9 (the ωB97M-V functional and the def2-TZVPD basis, the Open Molecules 2025 dataset).

Summary:
- Structure (SMILES): O=C1NC(=O)c2cc(CCOCC(F)(F)C(F)(F)C(F)(F)C(F)F)ccc21.CC(C)O.CC(C)O.CC(C)O.CC(C)O.CC(C)O.CC(C)O
- HOMO-LUMO gap: 9.5666 eV
- E_LUMO: -0.0135 Ha

Last column: Löwdin charge in e.
Element x y z (Å)
O (-2.596, -0.797, -1.918)  0.146
C (-1.446, -1.092, -1.890)  -0.391
N (-0.926, -2.306, -1.338)  0.170
C (0.448, -2.419, -1.749)  -0.379
O (1.097, -3.408, -1.655)  0.149
C (0.838, -1.116, -2.358)  -0.072
C (2.074, -0.657, -2.787)  0.071
C (2.149, 0.648, -3.284)  -0.203
C (3.478, 1.263, -3.627)  -0.093
C (4.074, 1.959, -2.359)  -0.145
O (3.275, 1.673, -1.226)  -0.115
C (2.526, 2.713, -0.693)  -0.094
C (2.192, 2.376, 0.766)  -0.405
F (2.978, 3.060, 1.620)  0.133
F (2.393, 1.058, 0.987)  0.138
C (0.709, 2.614, 1.125)  -0.367
F (-0.068, 1.894, 0.288)  0.146
F (0.503, 2.143, 2.373)  0.148
C (0.209, 4.078, 1.107)  -0.372
F (1.062, 4.867, 1.768)  0.166
F (-0.965, 4.083, 1.763)  0.144
C (-0.042, 4.646, -0.331)  -0.276
F (0.987, 5.457, -0.658)  0.094
F (-1.171, 5.378, -0.335)  0.110
C (0.982, 1.429, -3.412)  -0.018
C (-0.257, 0.938, -3.009)  0.014
C (-0.297, -0.333, -2.456)  -0.095
H (-0.946, -2.265, -0.320)  0.146
H (2.952, -1.276, -2.698)  0.136
H (4.185, 0.513, -3.964)  0.113
H (3.363, 1.998, -4.417)  0.112
H (4.176, 3.026, -2.540)  0.123
H (5.060, 1.555, -2.154)  0.124
H (1.581, 2.791, -1.239)  0.105
H (3.014, 3.687, -0.732)  0.148
H (-0.153, 3.870, -1.083)  0.154
H (1.084, 2.425, -3.818)  0.120
H (-1.167, 1.513, -3.105)  0.123
C (-3.292, -4.626, -1.578)  -0.068
C (-3.815, -5.802, -2.387)  -0.497
C (-3.613, -7.122, -1.659)  -0.067
O (-3.182, -5.844, -3.667)  -0.057
H (-2.220, -4.730, -1.406)  0.068
H (-3.447, -3.691, -2.114)  0.071
H (-3.791, -4.558, -0.610)  0.083
H (-4.878, -5.662, -2.592)  0.136
H (-2.548, -7.303, -1.489)  0.082
H (-3.995, -7.949, -2.259)  0.066
H (-4.121, -7.127, -0.694)  0.079
H (-2.237, -5.960, -3.518)  0.083
C (1.734, 8.957, -2.811)  -0.061
C (1.033, 8.085, -3.841)  -0.499
C (-0.442, 8.434, -3.961)  -0.061
O (1.193, 6.704, -3.512)  -0.063
H (1.290, 8.809, -1.823)  0.080
H (2.790, 8.694, -2.742)  0.079
H (1.655, 10.014, -3.068)  0.080
H (1.516, 8.209, -4.811)  0.136
H (-0.949, 8.271, -3.005)  0.080
H (-0.926, 7.800, -4.704)  0.079
H (-0.581, 9.477, -4.249)  0.080
H (0.779, 6.560, -2.654)  0.052
C (4.508, 1.172, 3.561)  -0.066
C (5.220, -0.171, 3.519)  -0.495
C (4.643, -1.125, 4.550)  -0.059
O (6.625, -0.008, 3.704)  -0.051
H (4.643, 1.652, 4.535)  0.086
H (4.918, 1.841, 2.806)  0.075
H (3.441, 1.053, 3.383)  0.062
H (5.106, -0.605, 2.525)  0.138
H (4.780, -0.737, 5.564)  0.082
H (5.137, -2.096, 4.508)  0.080
H (3.574, -1.277, 4.388)  0.067
H (6.763, 0.376, 4.576)  0.084
C (-2.294, -0.691, 4.201)  -0.056
C (-1.224, -1.653, 3.708)  -0.489
C (0.109, -1.408, 4.394)  -0.059
O (-1.075, -1.539, 2.289)  -0.061
H (-2.002, 0.341, 3.985)  0.075
H (-3.241, -0.881, 3.695)  0.081
H (-2.448, -0.785, 5.276)  0.083
H (-1.547, -2.679, 3.888)  0.138
H (0.465, -0.397, 4.171)  0.073
H (0.861, -2.107, 4.026)  0.077
H (0.034, -1.516, 5.477)  0.083
H (-0.792, -0.636, 2.104)  0.072
C (-2.105, -10.380, -3.507)  -0.066
C (-2.750, -11.224, -4.595)  -0.501
C (-4.218, -10.867, -4.780)  -0.064
O (-2.608, -12.614, -4.304)  -0.055
H (-2.597, -10.555, -2.546)  0.080
H (-1.054, -10.644, -3.389)  0.079
H (-2.176, -9.317, -3.740)  0.070
H (-2.219, -11.070, -5.535)  0.137
H (-4.773, -11.057, -3.858)  0.079
H (-4.663, -11.477, -5.567)  0.078
H (-4.340, -9.815, -5.043)  0.079
H (-3.068, -12.787, -3.475)  0.084
C (-3.073, 5.680, 6.012)  -0.063
C (-1.976, 4.684, 6.355)  -0.501
C (-0.909, 4.630, 5.273)  -0.062
O (-2.531, 3.387, 6.572)  -0.055
H (-3.574, 5.388, 5.084)  0.080
H (-3.826, 5.706, 6.800)  0.079
H (-2.670, 6.685, 5.881)  0.079
H (-1.517, 4.964, 7.304)  0.136
H (-1.344, 4.305, 4.325)  0.065
H (-0.131, 3.913, 5.540)  0.081
H (-0.445, 5.606, 5.121)  0.082
H (-2.948, 3.106, 5.751)  0.082

---

[3]
# C23H25N5O4S

A single C23H25N5O4S molecule (the ωB97M-V functional and the def2-TZVPD basis, the Open Molecules 2025 dataset).

Summary:
- Structure (SMILES): COc1ccc(NS(=O)(=O)c2cc(NC(=O)c3cnc(C)cn3)ccc2N2CCCC2)cc1
- HOMO-LUMO gap: 7.3650 eV
- E_LUMO: -0.0004 Ha

Last column: Löwdin charge in e.
Element x y z (Å)
C (4.546, -0.069, 0.527)  -0.097
O (3.744, 0.405, 1.578)  -0.095
C (2.610, 1.107, 1.263)  -0.279
C (2.175, 1.386, -0.026)  -0.004
C (0.983, 2.059, -0.230)  -0.022
C (0.201, 2.454, 0.848)  -0.321
N (-1.047, 3.042, 0.636)  -0.055
S (-1.995, 2.752, -0.715)  0.678
O (-3.307, 3.186, -0.327)  -0.295
O (-1.377, 3.404, -1.834)  -0.281
C (-1.886, 0.981, -1.010)  -0.183
C (-1.425, 0.245, 0.063)  -0.014
C (-0.853, -1.007, -0.112)  -0.211
N (-0.249, -1.699, 0.936)  0.144
C (-0.120, -1.320, 2.231)  -0.416
O (-0.705, -0.402, 2.775)  0.068
C (0.862, -2.175, 2.960)  -0.166
C (1.181, -1.927, 4.293)  -0.042
N (2.074, -2.652, 4.941)  0.133
C (2.675, -3.636, 4.280)  -0.310
C (3.688, -4.447, 5.014)  -0.035
C (2.354, -3.882, 2.942)  -0.069
N (1.461, -3.163, 2.290)  0.126
C (-0.779, -1.518, -1.409)  -0.006
C (-1.332, -0.836, -2.465)  -0.006
C (-1.939, 0.431, -2.306)  -0.205
N (-2.545, 1.043, -3.347)  -0.072
C (-3.519, 2.113, -3.231)  -0.165
C (-4.435, 1.907, -4.434)  -0.154
C (-3.451, 1.411, -5.488)  -0.164
C (-2.565, 0.467, -4.680)  -0.163
C (0.663, 2.216, 2.142)  -0.024
C (1.853, 1.555, 2.345)  -0.006
H (3.998, -0.771, -0.112)  0.093
H (4.935, 0.751, -0.086)  0.095
H (5.377, -0.588, 1.001)  0.091
H (2.747, 1.078, -0.887)  0.106
H (0.643, 2.273, -1.230)  0.107
H (-1.604, 3.182, 1.466)  0.122
H (-1.471, 0.657, 1.055)  0.104
H (0.298, -2.518, 0.689)  0.125
H (0.699, -1.126, 4.836)  0.123
H (3.706, -4.146, 6.058)  0.079
H (4.676, -4.291, 4.582)  0.083
H (3.453, -5.507, 4.942)  0.081
H (2.827, -4.679, 2.382)  0.118
H (-0.290, -2.466, -1.583)  0.116
H (-1.272, -1.275, -3.447)  0.097
H (-4.039, 2.059, -2.273)  0.114
H (-3.024, 3.087, -3.291)  0.110
H (-4.945, 2.822, -4.723)  0.113
H (-5.180, 1.139, -4.221)  0.115
H (-2.864, 2.246, -5.868)  0.115
H (-3.933, 0.908, -6.324)  0.110
H (-3.006, -0.539, -4.658)  0.124
H (-1.552, 0.397, -5.088)  0.126
H (0.070, 2.527, 2.988)  0.120
H (2.208, 1.350, 3.342)  0.122

---

- Number 1 is which compound?
  C24H33F3N4O6P2S2

---

- The lowest E_LUMO belongs to which entry?
  C33H59F8NO9

---

- What is the E_LUMO in the second record?
  -0.0135 Ha

---

- Which of these has the highest HOMO-LUMO gap?
  C33H59F8NO9